# 1
Density functional theory data (ωB97M-V/def2-TZVPD) for a single C3H5N3O molecule at a distorted geometry.

Geometry (Å):
O1 1.1938 0.9709 -0.0182
N1 -1.6696 -1.0640 -0.0731
N2 -1.0825 1.7200 0.0182
N3 1.7244 -0.2971 -0.1437
C1 0.7469 -1.2035 0.0768
C2 -0.4338 -0.6173 -0.0353
C3 -0.2371 0.7830 0.0362
H1 -2.3526 -0.5888 0.6068
H2 0.8995 -2.2141 0.3039
H3 2.4321 -0.3588 0.5299
H4 -2.0172 1.1860 -0.0666
H5 -1.7743 -2.0760 -0.3043

Computed properties:
SMILES string ... [H]/N=c1/o[nH]cc1N
HOMO ... -0.288 hartree
LUMO energy ... 0.70 eV
2S+1 ... 1
ΔE to the lowest compared entry with this formula, charge and spin ... 362.3 kJ/mol
Orbital gap ... 8.55 eV
Largest force on an atom ... 4.954 eV/Å
DFT total energy ... -9706.8292 eV

=====

# 2
Density functional theory data (ωB97M-V/def2-TZVPD) for a 2-piece molecular cluster, C4H6F3N3 overall at a distorted geometry.

Geometry (Å):
F1 -0.4230 2.1612 -0.9350
F2 -0.8484 2.4008 1.2264
F3 -2.4585 2.0868 -0.2701
N1 0.0358 -0.3010 1.2648
N2 1.6954 -0.9803 -0.2743
N3 -0.4225 -0.6696 -1.0352
C1 1.2915 -0.5306 0.9316
C2 -0.9319 -0.2065 0.2195
C3 -1.2436 1.9134 0.0630
C4 0.7287 -1.1473 -1.1571
H1 -1.8935 -0.5619 0.4286
H2 1.0692 -1.4952 -2.0949
H3 2.1971 -0.6309 1.6411
H4 -0.3114 -0.1048 2.1928
H5 2.6516 -1.2502 -0.4599
H6 -1.1362 -0.6838 -1.7412

Computed properties:
Charge ... +2
HOMO (alpha / beta) ... -0.600 / -0.824 hartree
LUMO energy (alpha / beta) ... -9.51 / -12.96 eV
2S+1 ... 3
Orbital gap (alpha / beta) ... 6.81 / 9.46 eV
Largest force on an atom ... 8.374 eV/Å
DFT total energy ... -16845.0837 eV

=====

# 3
Density functional theory data (ωB97M-V/def2-TZVPD) for a 4-piece molecular cluster, C23H59N5O7P overall.

Geometry (Å):
P1 -3.9350 1.7365 -0.6851
O1 -3.7133 3.1057 -1.4562
O2 -5.3343 1.3346 -0.5673
O3 2.1576 -0.6146 3.7454
O4 7.2710 2.5823 -0.3215
O5 -0.1517 0.4180 -5.0463
O6 0.5067 3.4206 -3.9221
O7 -3.1782 1.8643 0.7309
N1 -1.8151 -1.8335 2.3865
N2 -0.7801 -4.5793 3.0138
N3 -3.0952 -4.4981 2.3855
N4 -1.1348 0.0084 0.5570
N5 -1.7366 -6.0239 1.2610
C1 -2.0418 -2.3146 1.0169
C2 8.1223 2.1317 0.7297
C3 -1.3764 -3.6744 0.8122
C4 3.7072 0.7011 -1.4559
C5 -0.7420 -1.7165 -1.1968
C6 -1.7514 -4.7052 1.8897
C7 0.7649 -1.7730 -0.8847
C8 -0.1911 -0.1095 1.7257
C9 -2.6822 4.0446 -1.0897
C10 3.0156 -0.6682 -1.4652
C11 -1.6843 -1.2514 -0.0886
C12 -2.9679 0.4935 -1.5434
C13 -2.9343 3.1462 2.7640
C14 1.1681 -0.1271 -5.0258
C15 1.0612 4.3748 -4.8270
C16 -0.4499 -1.3611 2.5727
C17 -1.2714 3.5015 -1.1619
C18 3.9415 1.2473 -0.0478
C19 -0.1852 -1.0658 4.0622
C20 1.2259 -1.4333 4.4622
C21 1.4951 -0.5052 -1.3208
C22 -3.9259 2.5668 1.7780
C23 -3.0274 -0.8399 -0.7585
H1 -1.1214 -2.6549 -1.5880
H2 -1.9608 0.8323 -1.7751
H3 1.6081 -0.1580 -6.0239
H4 -3.4286 3.8951 3.3769
H5 -0.6675 0.5650 -0.1546
H6 -0.5364 4.2905 -1.0377
H7 1.9974 4.0147 -5.2600
H8 3.0508 1.3972 -1.9890
H9 2.7683 -1.1732 3.2768
H10 1.4011 -2.4849 4.2273
H11 -0.7062 -0.1421 -5.5945
H12 1.2053 -2.5991 -1.4439
H13 -2.7833 4.8640 -1.7956
H14 0.0496 -5.1253 2.8099
H15 -1.0977 2.7385 -0.4027
H16 1.3820 -1.3132 5.5327
H17 -0.2899 -3.6254 0.7891
H18 -2.1180 3.6288 2.2274
H19 -3.1161 -3.9892 3.2549
H20 3.2049 -1.1204 -2.4397
H21 -4.5976 1.8518 2.2397
H22 -3.2925 -1.6439 -1.4398
H23 -0.9490 -6.1269 0.6360
H24 -1.0947 3.0554 -2.1392
H25 -0.3700 -0.0153 4.2810
H26 0.3615 4.6102 -5.6318
H27 1.1251 -0.1557 -2.2833
H28 -0.3559 0.7793 2.3320
H29 4.1782 0.4282 0.6330
H30 1.7722 0.5206 -4.3932
H31 4.7464 1.9771 -0.0186
H32 3.4097 -1.3015 -0.6718
H33 3.0561 1.7435 0.3540
H34 0.8422 -0.0649 1.3962
H35 8.1465 1.0401 0.7844
H36 0.9615 -1.9617 0.1690
H37 -0.8454 -1.0020 -2.0182
H38 -3.4711 0.3961 -2.5044
H39 -1.2014 -5.0048 3.8305
H40 -2.4478 -1.0596 2.5775
H41 -3.6074 -5.3629 2.4453
H42 7.6253 2.2496 -1.1490
H43 1.2635 5.2802 -4.2611
H44 -2.5003 2.3784 3.4013
H45 0.2462 -2.1428 2.2838
H46 -0.8709 -1.6996 4.6236
H47 -1.7248 -4.0791 -0.1365
H48 -1.6739 -6.7260 1.9855
H49 -3.7990 -0.7768 0.0064
H50 -3.1081 -2.5121 0.9567
H51 1.3478 0.3321 -0.6267
H52 -4.5023 3.3668 1.3187
H53 0.3292 2.6163 -4.4208
H54 4.6305 0.6828 -2.0311
H55 9.1401 2.5079 0.6064
H56 7.7172 2.5201 1.6602
H57 -1.9404 0.5494 0.8896
H58 -2.8798 4.4616 -0.1023
H59 1.1597 -1.1354 -4.6020

Computed properties:
Charge ... +1
HOMO ... -0.422 hartree
LUMO energy ... -1.76 eV
2S+1 ... 1
ΔE to the lowest compared entry with this formula, charge and spin ... 0.0 kJ/mol
Orbital gap ... 9.73 eV
Largest force on an atom ... 0.981 eV/Å
DFT total energy ... -55875.8577 eV

=====

# 4
Density functional theory data (ωB97M-V/def2-TZVPD) for a single CHCl4P molecule at a distorted geometry.

Geometry (Å):
Cl1 -3.5418 -1.1463 -0.1139
Cl2 0.0623 -2.3367 0.3423
Cl3 -2.4028 1.3102 -1.0600
Cl4 -2.0972 0.5415 1.6887
P1 -0.4317 -0.8047 -0.8754
C1 -2.2265 -0.0285 0.0566
H1 0.3269 0.3964 -0.1953

Computed properties:
SMILES string ... ClPC(Cl)(Cl)Cl
HOMO ... -0.363 hartree
LUMO energy ... 0.03 eV
2S+1 ... 1
ΔE to the lowest compared entry with this formula, charge and spin ... 28.7 kJ/mol
Orbital gap ... 9.91 eV
Largest force on an atom ... 3.555 eV/Å
DFT total energy ... -60431.1490 eV

=====

# 5
Density functional theory data (ωB97M-V/def2-TZVPD) for a 12-piece molecular cluster, C4H33NO12 overall at a distorted geometry.

Geometry (Å):
O1 -2.1846 -2.6643 0.5506
O2 1.1717 -1.6394 0.8263
O3 -1.6719 0.6813 -0.0862
O4 3.1299 1.4694 -2.1149
O5 0.2594 2.5430 0.1629
O6 1.0133 2.9678 -2.3187
O7 0.4577 -4.1624 0.3318
O8 3.4867 0.4742 0.6450
O9 -0.5493 0.1275 3.3159
O10 0.8735 2.4028 3.3431
O11 -3.5308 0.1807 1.8669
O12 2.0322 -0.6607 3.3377
N1 -0.4970 -1.0422 -1.6854
C1 0.5380 -0.3597 -2.5142
C2 -1.9549 -0.5834 -3.6724
C3 -2.3692 0.5514 -1.3629
C4 -1.8545 -0.7572 -2.1661
H1 0.7898 2.7028 -1.4221
H2 -1.4798 -1.4321 -4.2473
H3 4.2672 -0.0357 0.8808
H4 1.5177 -0.8140 -2.3315
H5 -2.2346 1.4200 -2.1017
H6 -2.4710 -1.7035 -1.6521
H7 2.4355 0.8139 -2.1027
H8 -2.0112 -1.7655 0.8759
H9 -3.0517 -2.8294 0.6962
H10 1.5644 -0.8222 0.3766
H11 3.8842 1.1387 0.1149
H12 1.1899 3.2207 3.3700
H13 -0.2604 -3.9425 0.8955
H14 -0.1908 -2.0268 -1.6389
H15 0.4885 2.3155 2.3884
H16 -0.8375 0.0781 -0.1826
H17 1.1610 -4.5200 0.8105
H18 1.7813 -2.2658 0.7648
H19 -0.2887 1.7605 -0.1546
H20 1.9764 0.2690 3.3935
H21 -2.9300 0.7300 1.3407
H22 -2.9715 -0.6848 -4.0943
H23 2.7346 2.2913 -2.2933
H24 -3.2217 -0.6109 1.4173
H25 0.4652 -0.5979 -3.6190
H26 -3.4078 0.5797 -1.0954
H27 1.9053 -0.8533 2.3500
H28 -1.5311 0.4120 -3.9245
H29 0.3453 0.7283 -2.5189
H30 1.0334 2.1154 0.3037
H31 0.9771 3.9266 -2.2099
H32 -0.5815 0.9567 3.0187
H33 0.3726 -0.1247 3.8010

Computed properties:
SMILES string ... CN[C@H](C)CO.O.O.O.O.O.O.O.O.O.O.O
HOMO ... -0.362 hartree
LUMO energy ... 0.12 eV
2S+1 ... 1
ΔE to the lowest compared entry with this formula, charge and spin ... 555.1 kJ/mol
Orbital gap ... 9.97 eV
Largest force on an atom ... 7.596 eV/Å
DFT total energy ... -30740.5147 eV

=====

# 6
Density functional theory data (ωB97M-V/def2-TZVPD) for a 5-piece molecular cluster, C21H41Cl13IN6O overall at a distorted geometry.

Geometry (Å):
I1 1.9171 2.3575 0.3768
Cl1 -8.6508 4.5410 0.2215
Cl2 -4.5290 0.8006 -0.1953
Cl3 -4.5619 6.5731 5.6913
Cl4 -11.0497 -0.8281 -0.8324
Cl5 -7.2828 2.7208 2.0378
Cl6 -8.6584 0.7170 -0.2178
Cl7 -10.7530 0.4173 1.7838
Cl8 7.5979 1.0729 0.8930
Cl9 -4.6910 3.6639 5.6368
Cl10 5.5451 2.5427 2.3453
Cl11 6.1890 -0.1944 3.1048
Cl12 -7.0676 5.2150 6.2920
Cl13 -5.9544 5.1517 1.1378
O1 1.7194 -4.7923 -0.3097
N1 6.2756 2.2678 -1.9320
N2 0.5777 -2.3910 3.3572
N3 -0.1583 -1.7817 -5.0934
N4 2.1093 -0.5330 3.0217
N5 2.5600 -2.7219 1.9992
N6 3.0172 0.2167 -1.4874
C1 0.4521 -0.0404 -1.4705
C2 0.1876 -2.5293 -1.0576
C3 0.9835 -1.2544 -0.4285
C4 -2.8922 0.4420 0.5930
C5 0.3371 -5.4703 -0.8902
C6 0.4231 -3.9630 -0.0298
C7 -5.5786 5.1669 5.3327
C8 -10.4028 0.5636 0.0530
C9 0.5158 -1.2055 1.1258
C10 4.3531 0.8099 -1.0979
C11 -0.6581 -1.0042 -3.8740
C12 -1.0735 0.4738 -1.3915
C13 1.7335 1.0322 -1.3446
C14 6.8309 1.3299 2.4695
C15 0.6220 -0.3861 -3.1006
C16 -1.6327 1.2852 -0.1215
C17 1.4829 -1.7380 2.2882
C18 3.3874 -2.2913 -1.5502
C19 2.6195 -1.0799 -0.7465
C20 4.7336 2.2029 -1.9422
C21 -7.0850 3.8610 0.6959
H1 2.6579 -3.4160 2.7905
H2 0.9389 0.5797 -3.7281
H3 -1.3715 -1.6887 -3.2362
H4 -2.9322 0.7976 1.7304
H5 5.1658 0.0257 -1.4923
H6 3.6888 -3.1471 -0.7740
H7 0.6330 -2.9628 -2.0593
H8 0.5623 -6.3788 -0.1516
H9 4.3731 2.1592 -3.0657
H10 2.7680 -2.7459 -2.4445
H11 6.6580 1.4055 -2.4189
H12 -0.9365 1.5727 0.7462
H13 -1.7780 -0.4923 -1.4464
H14 0.4068 -1.0810 -5.6595
H15 4.4274 -1.9550 -2.0309
H16 1.5218 -1.1496 -3.2906
H17 -0.9799 -2.4729 -1.0306
H18 0.8905 -5.5772 -1.9154
H19 -2.6137 -0.7116 0.6488
H20 -6.6719 3.3189 -0.1586
H21 7.5884 1.7010 3.1646
H22 4.3615 3.1679 -1.3947
H23 -1.2482 1.1936 -2.3306
H24 -0.5557 -1.7113 1.2778
H25 -10.8903 1.4672 -0.3218
H26 -1.3444 -0.1118 -4.2706
H27 1.8750 1.8130 -2.2282
H28 3.4875 -2.2144 2.0004
H29 3.2708 -0.1574 -2.4519
H30 6.5326 2.1181 -0.9139
H31 0.3214 -0.0543 1.3817
H32 1.2663 -0.0706 3.4737
H33 -5.8496 5.1987 4.2744
H34 4.5559 0.8949 0.0495
H35 0.5139 -3.4200 3.2007
H36 0.5455 -2.4780 -4.7506
H37 3.3282 -0.9616 0.2078
H38 -2.1510 2.2970 -0.4892
H39 2.5787 0.1024 2.3417
H40 -0.0551 -3.9330 1.1306
H41 0.9697 -2.1428 4.2917

Computed properties:
Charge ... +1
HOMO ... -0.446 hartree
LUMO energy ... -3.07 eV
2S+1 ... 1
Orbital gap ... 9.05 eV
Largest force on an atom ... 6.333 eV/Å
DFT total energy ... -204303.4503 eV

=====

# 7
Density functional theory data (ωB97M-V/def2-TZVPD) for a single CH2O molecule at a distorted geometry.

Geometry (Å):
O1 1.2091 -0.0239 -0.0148
C1 0.0251 0.0136 -0.0501
H1 -0.5130 0.8806 0.0342
H2 -0.7212 -0.8703 0.0306

Computed properties:
SMILES string ... C=O
HOMO ... -0.377 hartree
LUMO energy ... 0.90 eV
2S+1 ... 1
ΔE to the lowest compared entry with this formula, charge and spin ... 24.6 kJ/mol
Orbital gap ... 11.16 eV
Largest force on an atom ... 3.308 eV/Å
DFT total energy ... -3115.6743 eV

=====

# 8
Density functional theory data (ωB97M-V/def2-TZVPD) for C19H25BO4 as an isolated structure at a distorted geometry.

Geometry (Å):
O1 2.6357 0.0524 5.0319
O2 3.2562 -1.6910 3.4284
O3 2.1530 -2.3085 5.5276
O4 2.0991 0.5344 0.9751
C1 -1.0468 -0.1818 2.1163
C2 4.5967 0.5480 0.5557
C3 -2.7933 1.5971 2.9705
C4 1.7547 2.7686 0.4398
C5 1.3538 0.2176 4.3545
C6 -0.2845 1.7000 1.3791
C7 -4.0342 1.9051 3.5593
C8 -3.3857 -0.7444 3.0110
C9 3.2876 1.1955 0.7200
C10 -0.5404 -1.1253 3.2139
C11 0.8326 -2.2137 4.9903
C12 2.0151 -1.6446 2.7255
C13 0.8583 -1.1762 3.7393
C14 -4.5922 -0.4342 3.6567
C15 -2.4530 0.2594 2.6743
C16 3.1227 2.5669 0.5062
C17 0.9855 1.5017 0.7614
C18 -1.2452 -1.0143 0.8346
C19 -4.9316 0.9024 3.9353
B1 2.8045 -1.2724 4.6770
H1 -5.2706 -1.2271 3.9811
H2 0.1080 -1.8501 5.7612
H3 2.1373 -0.9263 1.9145
H4 1.4829 1.0091 3.6004
H5 1.8146 -2.6647 2.3815
H6 1.2431 3.7120 0.2482
H7 5.4598 1.2059 0.4680
H8 -0.3442 0.7763 2.1481
H9 0.6358 0.5805 5.1058
H10 -5.8811 1.1447 4.4422
H11 -2.1122 2.4160 2.7351
H12 0.4826 -3.1993 4.6303
H13 -0.4005 2.7273 1.6724
H14 -2.3192 -1.1446 0.6363
H15 -0.8069 -2.1425 2.9486
H16 0.5531 1.1512 -0.2010
H17 -0.8186 -2.0220 0.9437
H18 4.8914 -0.0970 1.3716
H19 -1.1398 1.6872 0.6976
H20 -3.1834 -1.7885 2.7720
H21 -1.1160 -0.9387 4.1163
H22 3.9201 3.3275 0.3839
H23 4.7116 -0.0584 -0.3434
H24 -0.8530 -0.5749 -0.0837
H25 -4.2861 2.9470 3.7540

Computed properties:
HOMO ... -0.200 hartree
LUMO energy ... -0.90 eV
2S+1 ... 1
ΔE to the lowest compared entry with this formula, charge and spin ... 59.8 kJ/mol
Orbital gap ... 4.54 eV
Largest force on an atom ... 6.123 eV/Å
DFT total energy ... -28967.3752 eV

=====

# 9
Density functional theory data (ωB97M-V/def2-TZVPD) for C34H73AlF12N5O4P3 as an isolated structure at a distorted geometry.

Geometry (Å):
P1 -3.1343 -2.2565 -0.9641
P2 2.7381 6.5105 0.0125
P3 1.9502 -1.3418 3.7876
Al1 -0.8957 5.2212 0.3685
F1 2.0180 5.3733 -0.8310
F2 1.2513 -0.6438 2.4688
F3 2.7187 0.0255 4.1774
F4 3.3181 7.1919 -1.3617
F5 0.6669 -0.9097 4.6643
F6 2.6554 -2.0589 5.0519
F7 4.1110 5.7014 0.4097
F8 2.0443 5.8770 1.2976
F9 3.2026 -1.8268 2.7952
F10 1.2072 -2.7521 3.3588
F11 1.3866 7.4288 -0.1501
F12 3.3660 7.8277 0.7942
O1 0.0143 2.2429 1.3020
O2 0.6308 2.8385 -0.5971
O3 1.2084 0.7265 0.1384
O4 3.0358 2.3990 -1.7955
N1 -2.2531 -1.9180 4.3745
N2 -3.0460 0.1956 4.3982
N3 4.9627 3.9500 -3.4657
N4 4.3018 2.3696 1.5354
N5 5.4873 0.5576 0.7215
C1 -3.0012 -0.9938 5.0670
C2 5.5511 2.7956 1.1742
C3 -1.9535 -3.2296 4.7955
C4 5.2868 -1.2250 -1.0378
C5 -3.6695 1.3821 4.8840
C6 4.2601 1.0125 1.2154
C7 -7.0859 -2.3908 2.7871
C8 -5.6549 -4.7393 -3.2622
C9 -2.2402 1.5053 -2.6449
C10 3.4018 3.1254 2.3579
C11 1.4397 -2.0392 -1.8168
C12 2.8754 2.4445 -3.1790
C13 -3.7953 -2.6716 0.6380
C14 6.1976 3.9929 -4.2998
C15 0.5894 1.8783 0.2598
C16 1.1081 -2.9583 -0.6079
C17 -5.7350 -2.8443 2.2447
C18 6.2804 1.6931 0.6703
C19 -0.3657 -2.6093 -0.1353
C20 -6.0399 -6.2025 -3.3060
C21 -1.7922 1.9171 -4.0619
C22 4.0728 5.1770 -3.8316
C23 -3.2719 -4.1016 4.9382
C24 -1.6771 -1.2314 3.3180
C25 -5.2402 -2.2423 0.9100
C26 5.8972 -0.7851 0.4002
C27 -3.0268 -0.4386 -1.1369
C28 -2.1251 0.0087 -2.3509
C29 5.3887 4.0881 -2.0110
C30 -2.1218 0.0915 3.3323
C31 -4.3101 -2.8924 -2.1528
C32 -1.3830 -3.0230 -1.1822
C33 4.2313 2.6134 -3.8609
C34 -4.8495 -4.3758 -1.9827
H1 3.9346 3.8197 3.0076
H2 1.9352 -2.7841 0.0803
H3 4.6947 6.0172 -4.1404
H4 0.7862 -2.2577 -2.6614
H5 4.0977 2.5791 -4.9421
H6 1.1125 -4.0376 -0.7604
H7 2.3288 1.5664 -3.5230
H8 -1.8903 1.0010 2.7980
H9 -3.6508 -4.2752 3.9310
H10 4.4991 4.5411 -1.5735
H11 -3.1540 -5.1184 5.3130
H12 -4.0187 -5.0577 -1.8008
H13 3.5774 4.9672 -4.7796
H14 6.7313 4.9254 -4.1163
H15 -2.6839 -0.0552 -0.1760
H16 4.8835 1.8631 -3.4138
H17 2.6042 3.5542 1.7511
H18 -3.1409 -2.3106 1.4314
H19 6.9708 -0.8707 0.5680
H20 -5.5798 -4.5095 -1.1847
H21 5.7822 3.8268 1.3971
H22 -4.8997 -2.6920 2.9283
H23 -0.3863 -1.5465 0.1059
H24 -1.8655 3.0006 -4.1550
H25 -2.4512 1.5369 -4.8424
H26 -4.9567 -4.6742 -4.0967
H27 2.4126 -2.4192 -2.1285
H28 -4.0137 0.0171 -1.2182
H29 5.4242 -1.3993 1.1664
H30 -3.8340 -2.5716 -3.0794
H31 -5.8210 -3.9259 2.1402
H32 2.8265 2.4292 2.9681
H33 -6.6809 -6.5548 -2.4978
H34 -5.1415 -6.8122 -3.4022
H35 -3.2958 1.7635 -2.5603
H36 -3.6279 -3.7486 0.6271
H37 6.1759 4.8194 -1.8277
H38 6.9314 3.3173 -3.8602
H39 3.3719 0.4002 1.2672
H40 5.6264 3.0739 -1.6898
H41 5.0019 -2.2769 -1.0188
H42 2.2029 3.2594 -3.4470
H43 -1.4506 -4.1094 -1.1242
H44 -1.0945 -0.3256 -2.2323
H45 5.9577 3.8687 -5.3558
H46 -5.1040 -2.1981 -1.8775
H47 -3.2374 2.2737 4.4297
H48 -1.2042 -3.6588 4.1303
H49 4.2872 -0.8150 -1.1820
H50 -4.0751 -3.7680 5.5953
H51 -6.7310 -6.4571 -4.1094
H52 -1.8536 2.0234 -1.7673
H53 7.2844 1.5331 0.3059
H54 1.4388 -1.0064 -1.4684
H55 0.9725 0.3052 0.9682
H56 -6.9470 -1.3773 3.1634
H57 5.9021 -0.9808 -1.9038
H58 -7.4065 -2.8812 3.7063
H59 -5.9324 -2.6111 0.1532
H60 -0.8089 1.6022 -4.4111
H61 -3.5036 -1.1125 6.0156
H62 -4.7338 1.3805 4.6490
H63 -3.5166 1.4721 5.9595
H64 -1.6411 -3.1432 5.8362
H65 2.1400 2.4049 -1.4502
H66 -2.6889 -0.3783 -3.1997
H67 3.3454 5.4058 -3.0527
H68 -7.9342 -2.4478 2.1051
H69 -1.0685 -2.7520 -2.1901
H70 -0.9208 -1.6903 2.6985
H71 -0.7371 -3.0916 0.7689
H72 -6.5547 -4.1446 -3.4197
H73 -5.1916 -1.1624 1.0504

Computed properties:
Charge ... +4
HOMO ... -0.670 hartree
LUMO energy ... -16.80 eV
2S+1 ... 1
Orbital gap ... 1.44 eV
Largest force on an atom ... 6.468 eV/Å
DFT total energy ... -119122.9873 eV